DFT (ωB97M-V/def2-TZVPD) results for a cluster of 2 separate species, C5H10IN2O in total in a non-equilibrium geometry.

Last column: natural (NBO) charge in e.
Atoms and positions in Å:
C: 0.676 -0.651 -0.574  0.6519
C: 0.799 0.841 -0.802  -0.1263
C: -1.165 0.197 0.570  0.0201
C: 1.928 1.438 0.010  -0.6446
C: -0.976 -2.321 0.355  -0.4539
N: -0.446 -0.941 0.177  -0.5173
N: -0.581 1.297 -0.244  -0.5941
O: 1.383 -1.554 -0.892  -0.5064
I: -3.336 0.309 0.309  0.2281
H: 0.895 1.111 -1.860  0.2654
H: -0.964 0.302 2.178  0.2367
H: 1.923 0.973 1.057  0.2451
H: 1.977 2.572 -0.110  0.2466
H: 2.794 1.062 -0.385  0.2652
H: -0.964 -2.796 1.465  0.2481
H: -2.070 -2.442 -0.085  0.2385
H: -0.299 -2.957 -0.228  0.2666
H: -0.340 2.182 0.168  0.4644
H: -1.234 1.378 -1.108  0.4659

Force components x, y, z for each atom (eV/Å):
-0.477 -1.618 0.258
-0.333 -0.288 0.437
-0.122 -0.355 4.870
-1.789 0.869 1.742
-1.111 -1.298 0.869
-2.178 0.338 0.214
0.428 -0.521 -3.066
1.397 0.322 -0.933
0.782 -0.215 0.057
-0.345 -0.165 0.235
-0.506 0.298 -4.367
-0.186 1.377 -1.082
-0.167 -1.489 0.697
2.360 -0.851 -1.225
0.030 1.769 -2.384
2.328 0.581 0.979
-0.266 0.192 0.124
-0.944 0.609 0.707
1.099 0.445 1.869

Output
- Kohn-Sham gap: 9.20 eV
- Charge: +1
- LUMO level: -4.32 eV
- ΔE to the lowest compared entry with this formula, charge and spin: 2.373 eV
- HOMO: -13.5233 eV